[1]
Below is a structure of composition C25H28CrF5O3 in a non-equilibrium geometry, with properties calculated with ωB97M-V/def2-TZVPD.

Values from the calculation:
energy above the lowest of the compared OMol25 structures with the same formula, charge and spin = 0.00 kcal per mole
gap between HOMO and LUMO (alpha / beta) = 5.57 / 5.57 eV
E = -2738.84569 hartree
LUMO (alpha / beta) = 1.94 / 1.94 eV
HOMO level (alpha / beta) = -3.63 / -3.63 eV
multiplicity = 5
largest force on an atom = 3.75 eV/Å
charge = -1

Geometry (Å):
O -0.87375 -1.29852 -2.34260
C -0.80532 0.01706 -3.04204
C -0.40954 -0.57427 -4.37769
H -0.02687 0.62698 -2.57112
H -1.78571 0.49518 -3.01690
C -0.56078 -1.93149 -3.67838
H 0.60891 -0.30765 -4.66977
H -1.10422 -0.38191 -5.20225
C 0.69115 -2.75875 -3.62255
H 1.48965 -2.22314 -3.10892
H 1.04028 -3.05383 -4.62148
H 0.47715 -3.67947 -3.08009
C -1.75842 -2.72531 -4.16967
H -2.66377 -2.10559 -4.14885
H -1.90667 -3.59930 -3.52348
H -1.61348 -3.09877 -5.19722
Cr -1.16620 -1.54789 -0.44297
C -2.81615 -1.94522 1.28058
C -2.20264 -0.70689 1.60268
C -2.32505 0.17209 0.48028
H -1.71915 -0.42302 2.53651
C -3.04691 -0.53114 -0.57013
C -3.32361 -1.86577 -0.07079
H -3.89268 -2.62911 -0.60555
H -2.91504 -2.80561 1.95295
H -1.99984 1.20562 0.47824
H -3.30983 -0.15168 -1.55979
C 0.25894 -2.51286 1.62378
C -0.01089 -3.62847 0.75822
C 0.67134 -3.40007 -0.47724
H -0.60033 -4.50845 1.00120
C 1.32206 -2.10497 -0.38728
C 1.09874 -1.58964 0.93361
H 1.54804 -0.68893 1.35709
H -0.10079 -2.38952 2.64810
H 0.79195 -4.12667 -1.26980
H 1.94772 -1.63370 -1.14207
O 2.36470 2.65589 -1.57055
C 1.62052 2.00966 -0.51955
C 0.23259 2.63839 -0.38236
H 2.16834 2.11706 0.43332
H 1.59922 0.93607 -0.76270
C 0.21724 3.83927 -1.36791
H 0.10972 2.98676 0.64856
H -0.58144 1.94724 -0.61087
C 1.62720 3.84481 -1.97085
H 0.03224 4.75938 -0.80769
H -0.52727 3.74033 -2.16277
H 2.17639 4.73411 -1.59933
H 1.61642 3.87186 -3.07628
F 2.24468 2.71467 7.88234
C 1.88956 2.37936 6.62918
C 2.35852 3.12367 5.54644
F 3.16595 4.17973 5.76934
C 2.00009 2.78447 4.26382
F 2.44145 3.50933 3.22263
C 1.16579 1.65174 3.96639
O 0.88315 1.30737 2.78857
C 0.68459 0.93515 5.12744
F -0.13163 -0.12067 4.91967
C 1.04587 1.28668 6.41027
F 0.58778 0.57836 7.46827

---

[2]
Below is a structure of composition C25H28CsN6P2 in a non-equilibrium geometry, with properties calculated with ωB97M-V/def2-TZVPD.

Values from the calculation:
gap between HOMO and LUMO = 8.47 eV
E = -2000.68723 hartree
LUMO = -1.89 eV
HOMO level = -10.36 eV
multiplicity = 1
largest force on an atom = 1.49 eV/Å
charge = +1

Geometry (Å):
Cs 0.21189 0.05463 0.19675
C -1.13463 -3.27655 5.30842
N -0.78525 -3.06564 3.90848
C -0.21888 -4.00125 3.09122
C -0.03964 -3.38744 1.88511
N -0.47561 -2.09271 1.94682
C -0.92153 -1.91535 3.17886
P -1.82382 -0.48752 3.86490
C -0.60830 0.86037 3.72280
N 0.09900 1.21427 2.66487
C 0.84313 2.29624 3.04665
C 0.58580 2.60003 4.35320
N -0.33792 1.68669 4.77752
C -0.90525 1.62625 6.12076
C -2.91295 -0.13496 2.45104
N -2.56974 0.10846 1.19952
C -3.74025 0.23580 0.50593
C -4.80467 0.06742 1.34617
N -4.27447 -0.17034 2.58116
C -5.04622 -0.40506 3.79656
H -0.76171 -4.25005 5.61252
H -2.21299 -3.25157 5.45063
H -0.67594 -2.51724 5.93664
H -0.00616 -5.00289 3.42666
H 0.37638 -3.80418 0.98164
H 1.51655 2.79549 2.36725
H 0.96817 3.37251 4.99904
H -0.47354 2.42787 6.71236
H -0.67358 0.67590 6.59563
H -1.98436 1.75471 6.09091
H -3.75839 0.44258 -0.55243
H -5.86786 0.09440 1.17450
H -6.10104 -0.30598 3.55841
H -4.79034 0.32286 4.56221
H -4.86771 -1.40600 4.18303
C 5.27379 0.29776 -0.88844
P 3.47281 -0.09488 -0.62152
C 3.60817 -1.46977 0.59275
C 3.42831 -2.83678 0.40111
C 3.56536 -3.72470 1.46325
C 3.88063 -3.26206 2.72924
C 4.06659 -1.89929 2.93623
C 3.92467 -1.01453 1.88021
C 2.99172 -0.72256 -2.27810
C 3.30939 0.16138 -3.31794
C 2.93036 -0.10138 -4.62334
C 2.20712 -1.25041 -4.92089
C 1.86101 -2.11869 -3.90105
C 2.23877 -1.85464 -2.58797
H 5.42562 1.37334 -0.95875
H 5.63897 -0.17277 -1.80005
H 5.85150 -0.07752 -0.04575
H 3.22854 -3.23270 -0.58399
H 3.43921 -4.78718 1.29270
H 3.99087 -3.95891 3.55037
H 4.32195 -1.52769 3.92025
H 4.05704 0.04945 2.05107
H 3.86449 1.06747 -3.10293
H 3.19679 0.59196 -5.41043
H 1.91495 -1.46238 -5.94103
H 1.29580 -3.01505 -4.12399
H 1.93895 -2.55131 -1.81787

---

[3]
Below is a structure of composition C25H28F5O2STi in a non-equilibrium geometry, with properties calculated with ωB97M-V/def2-TZVPD.

Values from the calculation:
energy above the lowest of the compared OMol25 structures with the same formula, charge and spin = 0.00 kcal per mole
gap between HOMO and LUMO (alpha / beta) = 7.33 / 7.45 eV
E = -2866.74154 hartree
LUMO (alpha / beta) = 0.24 / 0.38 eV
HOMO level (alpha / beta) = -7.09 / -7.07 eV
multiplicity = 2
largest force on an atom = 3.75 eV/Å

Geometry (Å):
O 0.09255 1.29874 -1.13335
C 1.25537 1.32347 -1.98359
C 0.62622 2.35342 -2.93718
H 1.33500 0.31046 -2.37725
H 2.17842 1.58679 -1.47197
C -0.60700 2.26541 -1.97918
H 0.48596 1.96358 -3.93869
H 1.20121 3.28245 -3.00022
C -1.90659 1.61411 -2.45823
H -1.87491 0.50538 -2.41981
H -2.18523 1.96007 -3.48903
H -2.71326 1.87207 -1.74077
C -0.86214 3.49883 -1.09046
H 0.09890 3.88625 -0.71885
H -1.44349 3.18735 -0.20941
H -1.44712 4.30595 -1.59135
Ti 0.00527 0.14824 1.15108
C 0.66316 1.77852 2.74535
C 1.85555 1.00516 2.42173
C 2.35164 1.50833 1.17254
H 2.40677 0.37301 3.10962
C 1.60135 2.66437 0.83105
C 0.55918 2.82286 1.77733
H -0.15944 3.65395 1.79122
H 0.12613 1.70391 3.68278
H 3.20972 1.09389 0.62822
H 1.84760 3.35599 0.03340
C -1.56183 -0.11810 2.65610
C -1.97910 1.10672 2.02076
C -2.31054 0.83325 0.67374
H -2.08512 2.06500 2.51987
C -2.04770 -0.56615 0.42367
C -1.64863 -1.17057 1.66439
H -1.54028 -2.22637 1.85645
H -1.35369 -0.27054 3.71256
H -2.77297 1.53484 -0.00207
H -2.20549 -1.11701 -0.50738
O -0.14302 -1.01936 -3.00951
C -0.69490 -0.53870 -4.32698
C 0.09397 -1.15183 -5.48956
H -0.68186 0.56598 -4.37675
H -1.75409 -0.81495 -4.42202
C 1.11062 -2.10822 -4.85317
H 0.61931 -0.36678 -6.02755
H -0.55370 -1.61713 -6.24487
C 0.75528 -2.09412 -3.34998
H 2.12880 -1.69660 -4.95120
H 1.07910 -3.10813 -5.31374
H 1.65889 -1.98328 -2.74851
H 0.30640 -3.05452 -3.08794
F 0.12461 -4.29011 7.14403
C 0.36360 -3.68707 5.96626
C 0.60425 -2.31559 5.91895
F 0.57449 -1.58408 7.05869
C 0.82172 -1.69903 4.69538
F 0.95347 -0.34051 4.72487
C 0.83216 -2.39180 3.47034
S 1.14837 -1.68494 1.88001
C 0.56784 -3.77061 3.55829
F 0.46686 -4.49383 2.41543
C 0.34402 -4.41253 4.76795
F 0.07837 -5.73588 4.77853

---

[4]
Below is a cluster of 9 separate species, C25H28F8O25 in total in a non-equilibrium geometry, with properties calculated with ωB97M-V/def2-TZVPD.

Values from the calculation:
energy above the lowest of the compared OMol25 structures with the same formula, charge and spin = 0.00 kcal per mole
structure (SMILES) = O=C1OC[C@@H](F)O1.O=C1OC[C@@H](F)O1.O=C1OC[C@@H](F)O1.O=C1OC[C@@H](F)O1.O=C1OC[C@@H](F)O1.O=C1OC[C@@H](F)O1.O=C1OC[C@@H](F)O1.O=C1OC[C@@H](F)O1.CO
gap between HOMO and LUMO = 10.23 eV
E = -3649.51336 hartree
LUMO = 0.04 eV
HOMO level = -10.19 eV
multiplicity = 1
largest force on an atom = 1.30 eV/Å

Geometry (Å):
C -6.66270 -0.45873 0.32917
C -6.27986 1.02457 0.43434
O -4.99101 1.00653 0.95813
C -4.59329 -0.25758 1.23602
O -3.61127 -0.53845 1.83460
O -5.46631 -1.15204 0.72615
F -7.11112 1.65765 1.31029
H -7.00011 -0.76851 -0.65596
H -7.42715 -0.72306 1.05992
H -6.32144 1.54275 -0.52006
C -3.46361 -2.93895 -2.73702
C -3.13377 -2.56354 -1.29202
O -3.09983 -1.17414 -1.32706
C -3.12004 -0.70650 -2.60339
O -3.03529 0.44169 -2.88150
O -3.24958 -1.72698 -3.46828
F -1.91616 -3.04024 -0.90883
H -4.49391 -3.27373 -2.85162
H -2.80091 -3.69353 -3.15519
H -3.89066 -2.90300 -0.58741
C 0.32795 0.59408 -3.39464
C 1.05889 1.68681 -4.16617
O 2.20104 1.04705 -4.66698
C 2.15114 -0.28891 -4.41305
O 3.00200 -1.05638 -4.71221
O 1.00707 -0.60844 -3.78161
F 1.42293 2.70519 -3.34837
H -0.73380 0.54652 -3.60695
H 0.51481 0.72368 -2.32533
H 0.48020 2.10732 -4.98908
C -2.50793 3.21721 -0.31131
C -1.14532 3.79192 -0.71686
O -1.24572 5.14914 -0.36029
C -2.52166 5.46380 -0.03288
O -2.91818 6.55936 0.18189
O -3.29175 4.35477 0.03043
F -0.91902 3.68075 -2.05273
H -2.35600 2.57517 0.55557
H -2.98125 2.69237 -1.13816
H -0.35280 3.31017 -0.15230
C -2.73161 -3.85401 2.33106
C -1.24319 -3.95056 2.01533
O -1.11034 -5.17852 1.36291
C -2.26697 -5.88927 1.44812
O -2.40585 -7.00260 1.07540
O -3.24637 -5.14032 2.00583
F -0.46587 -3.92537 3.13776
H -3.19204 -3.10470 1.68369
H -2.97531 -3.56080 3.34892
H -0.92482 -3.14917 1.35347
C 3.85329 4.46304 2.25944
C 3.59345 3.06994 1.70174
O 2.95331 3.34042 0.49064
C 2.42985 4.59508 0.53611
O 1.74518 5.08331 -0.28735
O 2.81897 5.22562 1.68604
F 2.69514 2.39324 2.48937
H 4.84199 4.81520 1.94897
H 3.83943 4.44822 3.34809
H 4.47500 2.44653 1.59039
C 4.02490 -2.19493 2.98634
C 2.69830 -1.60069 3.45234
O 1.78605 -2.27855 2.62147
C 2.41907 -2.76721 1.52138
O 1.86361 -3.33517 0.64866
O 3.75465 -2.56785 1.63789
F 2.63263 -0.27727 3.16504
H 4.26300 -3.07938 3.58226
H 4.85918 -1.50044 3.02847
H 2.47082 -1.84624 4.48522
C 6.30410 -0.72393 -1.33183
C 6.26465 0.08288 -0.05391
O 4.89789 0.17066 0.20676
C 4.20553 -0.03237 -0.96728
O 3.02905 0.05129 -1.06111
O 5.05614 -0.37744 -1.94173
F 6.77588 1.34553 -0.24266
H 6.28904 -1.79309 -1.10230
H 7.13466 -0.52454 -1.99952
H 6.79029 -0.35738 0.78962
C -0.23647 -0.14089 0.60136
O 0.44358 1.09925 0.54323
H -0.03221 -0.76901 -0.27101
H 0.01244 -0.70450 1.50848
H -1.30572 0.05546 0.67998
H 1.39102 0.93478 0.48762

---

Repeat the third record exactly.
Below is a structure of composition C25H28F5O2STi in a non-equilibrium geometry, with properties calculated with ωB97M-V/def2-TZVPD.

Values from the calculation:
energy above the lowest of the compared OMol25 structures with the same formula, charge and spin = 0.00 kcal per mole
gap between HOMO and LUMO (alpha / beta) = 7.33 / 7.45 eV
E = -2866.74154 hartree
LUMO (alpha / beta) = 0.24 / 0.38 eV
HOMO level (alpha / beta) = -7.09 / -7.07 eV
multiplicity = 2
largest force on an atom = 3.75 eV/Å

Geometry (Å):
O 0.09255 1.29874 -1.13335
C 1.25537 1.32347 -1.98359
C 0.62622 2.35342 -2.93718
H 1.33500 0.31046 -2.37725
H 2.17842 1.58679 -1.47197
C -0.60700 2.26541 -1.97918
H 0.48596 1.96358 -3.93869
H 1.20121 3.28245 -3.00022
C -1.90659 1.61411 -2.45823
H -1.87491 0.50538 -2.41981
H -2.18523 1.96007 -3.48903
H -2.71326 1.87207 -1.74077
C -0.86214 3.49883 -1.09046
H 0.09890 3.88625 -0.71885
H -1.44349 3.18735 -0.20941
H -1.44712 4.30595 -1.59135
Ti 0.00527 0.14824 1.15108
C 0.66316 1.77852 2.74535
C 1.85555 1.00516 2.42173
C 2.35164 1.50833 1.17254
H 2.40677 0.37301 3.10962
C 1.60135 2.66437 0.83105
C 0.55918 2.82286 1.77733
H -0.15944 3.65395 1.79122
H 0.12613 1.70391 3.68278
H 3.20972 1.09389 0.62822
H 1.84760 3.35599 0.03340
C -1.56183 -0.11810 2.65610
C -1.97910 1.10672 2.02076
C -2.31054 0.83325 0.67374
H -2.08512 2.06500 2.51987
C -2.04770 -0.56615 0.42367
C -1.64863 -1.17057 1.66439
H -1.54028 -2.22637 1.85645
H -1.35369 -0.27054 3.71256
H -2.77297 1.53484 -0.00207
H -2.20549 -1.11701 -0.50738
O -0.14302 -1.01936 -3.00951
C -0.69490 -0.53870 -4.32698
C 0.09397 -1.15183 -5.48956
H -0.68186 0.56598 -4.37675
H -1.75409 -0.81495 -4.42202
C 1.11062 -2.10822 -4.85317
H 0.61931 -0.36678 -6.02755
H -0.55370 -1.61713 -6.24487
C 0.75528 -2.09412 -3.34998
H 2.12880 -1.69660 -4.95120
H 1.07910 -3.10813 -5.31374
H 1.65889 -1.98328 -2.74851
H 0.30640 -3.05452 -3.08794
F 0.12461 -4.29011 7.14403
C 0.36360 -3.68707 5.96626
C 0.60425 -2.31559 5.91895
F 0.57449 -1.58408 7.05869
C 0.82172 -1.69903 4.69538
F 0.95347 -0.34051 4.72487
C 0.83216 -2.39180 3.47034
S 1.14837 -1.68494 1.88001
C 0.56784 -3.77061 3.55829
F 0.46686 -4.49383 2.41543
C 0.34402 -4.41253 4.76795
F 0.07837 -5.73588 4.77853

---

Q: Which of these has the highest E?
A: C25H28CsN6P2

---

Q: What is the largest force on an atom in the third record?
A: 3.75 eV/Å